[1]
A molecular structure, C11H27N7NaO11PbV in a non-equilibrium geometry. Source: the OMol25 dataset; level of theory: ωB97M-V/def2-TZVPD.

Element x y z (Å)
V (3.3520, 0.9898, -0.5802)
Na (1.4194, -2.2291, -1.2647)
Pb (-0.3342, 0.4997, -3.2965)
C (4.1181, 3.2016, -0.2859)
O (3.4125, 2.7133, 0.7413)
O (5.1250, 2.3360, -0.3762)
O (3.3954, 3.0696, -1.3714)
C (0.7307, 0.4901, -0.4714)
O (-0.1549, -0.3509, -0.9062)
O (1.5972, 0.3184, 0.4579)
O (1.4373, 0.9704, -1.4900)
C (-2.3816, -4.5820, -2.3662)
O (-3.0018, -3.3217, -2.2516)
C (-3.0923, -2.6148, -3.4697)
C (-3.8092, -1.3248, -3.1647)
N (-2.8792, -0.3883, -2.4620)
C (-3.5588, 0.8966, -2.1665)
C (-2.7001, 1.8687, -1.3611)
O (-1.5354, 2.2846, -2.1119)
C (-0.8518, 3.4040, -1.4878)
H (-3.0892, -5.3541, -2.6977)
H (-2.1345, -4.9764, -1.3795)
H (-1.5544, -4.5920, -3.0834)
H (-3.4927, -3.2336, -4.2767)
H (-2.0404, -2.4186, -3.7735)
H (-4.6483, -1.5137, -2.4888)
H (-4.2678, -0.8037, -4.0055)
H (-2.7110, -0.8126, -1.5460)
H (-4.4431, 0.7203, -1.5468)
H (-3.8469, 1.3690, -3.1049)
H (-2.6133, 1.6095, -0.3015)
H (-3.3945, 2.7223, -1.3219)
H (-1.5939, 4.1899, -1.3032)
H (-0.1650, 3.8299, -2.2085)
H (-0.5214, 3.1379, -0.4846)
C (4.5144, 0.3257, 2.4541)
O (4.4142, 0.1756, 1.2098)
N (4.6076, 1.5617, 3.0006)
N (4.5075, -0.7333, 3.3118)
H (4.5448, 1.7223, 3.9892)
H (4.4121, 2.3303, 2.3713)
H (4.2070, -1.6071, 2.9092)
H (4.3333, -0.6910, 4.3006)
C (0.9933, 1.8066, 4.2759)
O (0.4135, 1.7769, 5.3393)
N (1.3758, 3.0014, 3.6594)
N (1.3832, 0.6834, 3.5527)
H (1.6675, 3.1057, 2.7051)
H (1.1894, 3.8360, 4.1871)
H (1.8478, 0.8303, 2.6811)
H (1.2536, -0.2171, 3.9698)
C (-0.7672, -2.9570, 1.4506)
O (-0.7688, -4.0743, 1.9286)
N (0.2445, -2.0458, 1.7253)
N (-1.6773, -2.5517, 0.4911)
H (0.8880, -2.2284, 2.4698)
H (0.3669, -1.2109, 1.1925)
H (-2.2900, -3.2176, 0.0592)
H (-1.4331, -1.7273, -0.0265)

The calculation puts the HOMO energy (alpha / beta) at -13.88 / -13.89 eV. Its spin multiplicity is 3. The lowest unoccupied orbital energy (alpha / beta) is -8.57 / -8.61 eV. The expectation value of S² is 2.10. For the energy above the lowest of the compared OMol25 structures with the same formula, charge and spin, the calculation gives 64.2 kJ/mol. The total charge is +2. As for the total energy: -80134.8595 eV.

=====

[2]
A molecular structure, C41H34BF5N3OPtS7Te in a non-equilibrium geometry. Source: the OMol25 dataset; level of theory: ωB97M-V/def2-TZVPD.

Element x y z (Å)
Pt (-0.5791, -1.9834, 22.7734)
F (1.8116, 1.7105, 18.3745)
C (1.1217, 0.5909, 18.3882)
C (1.8014, -0.5753, 18.7663)
F (3.0385, -0.3752, 18.9906)
C (1.2326, -1.9748, 18.7172)
F (2.2140, -2.8462, 18.9860)
C (-0.8411, -1.1839, 19.5197)
S (-1.0088, -0.3166, 21.0215)
C (-1.0902, -0.4956, 18.2053)
F (-2.3880, -0.1285, 18.0055)
C (-0.2255, 0.7684, 18.0566)
F (-0.6751, 1.9280, 17.6613)
S (-0.9135, 0.8613, 26.5856)
C (-0.4713, -0.3827, 25.4705)
N (-1.1957, -0.4799, 24.3195)
C (-2.1996, 0.5093, 24.3173)
C (-3.1830, 0.6154, 23.3956)
C (-4.1217, 1.6072, 23.5057)
C (-4.1169, 2.4699, 24.5688)
C (-3.3153, 2.2755, 25.6434)
C (-2.2832, 1.3114, 25.4736)
H (0.3914, -1.0291, 25.5630)
H (-3.2123, -0.0675, 22.5385)
H (-4.7933, 1.8473, 22.6503)
H (-4.8414, 3.3461, 24.5734)
H (-3.3770, 2.9248, 26.5011)
B (0.2199, -6.3320, 21.4564)
C (-0.0615, -4.8362, 21.7945)
N (-0.3357, -3.7165, 21.8537)
H (1.4335, -6.4622, 21.4317)
H (-0.3778, -6.5809, 20.4098)
H (-0.2223, -7.0168, 22.3820)
C (-3.7340, -3.2447, 20.3121)
S (-3.8614, -3.2862, 22.1451)
C (-3.4150, -4.9003, 22.4233)
C (-3.0035, -5.1649, 23.8085)
S (-2.9379, -4.0244, 25.0605)
S (-2.6234, -6.8332, 24.0493)
C (-3.0705, -7.4784, 22.4808)
S (-3.2093, -9.0472, 22.0873)
S (-3.4991, -6.2166, 21.3526)
H (-4.1586, -2.2572, 19.9866)
H (-4.2828, -4.0662, 19.8299)
H (-2.6796, -3.3377, 20.0208)
C (2.5360, 2.6952, 27.2980)
C (2.7510, 1.7438, 26.1886)
C (2.1003, 2.0214, 25.0407)
C (2.0857, 1.1376, 23.9366)
C (1.3506, 1.4546, 22.6923)
C (2.7158, -0.1506, 24.0901)
Te (2.1615, -1.6909, 22.6753)
N (0.0123, -2.3017, 19.3598)
C (0.0787, -2.4134, 17.8376)
O (-0.6918, -1.4488, 17.2166)
C (0.1724, -3.7050, 17.1337)
C (-0.0338, -3.6728, 15.7305)
C (-0.2740, -4.8550, 15.0598)
C (-0.0634, -6.1132, 15.7054)
C (0.1647, -6.1491, 17.0961)
C (0.1824, -4.9153, 17.8101)
C (2.3605, -3.3753, 23.7844)
C (1.6108, -3.6742, 24.9260)
C (1.4763, -4.9608, 25.4189)
C (2.1675, -5.9511, 24.8064)
C (3.0467, -5.6361, 23.7591)
C (3.1022, -4.3820, 23.1491)
C (3.8819, -4.1686, 21.8953)
C (3.5607, -0.3399, 25.1525)
C (4.3891, -1.5584, 25.4397)
C (3.5320, 0.6176, 26.2407)
H (1.8095, 3.4934, 27.0777)
H (3.4578, 3.1336, 27.6435)
H (2.0458, 2.2345, 28.2112)
H (1.5878, 2.9949, 24.9130)
H (1.8587, 1.0358, 21.8618)
H (1.2839, 2.5473, 22.5778)
H (0.2891, 1.0686, 22.7533)
H (-0.2313, -2.7089, 15.3168)
H (-0.3811, -4.8249, 13.9825)
H (-0.0900, -7.0207, 15.1670)
H (0.2764, -7.1005, 17.5374)
H (0.0843, -4.8078, 18.8696)
H (1.0506, -2.8498, 25.2592)
H (1.0670, -5.1217, 26.4358)
H (2.0382, -6.9938, 25.1918)
H (3.5682, -6.4258, 23.2218)
H (4.6345, -4.9669, 21.8118)
H (4.4705, -3.3269, 21.9258)
H (3.2956, -4.1716, 20.9833)
H (4.9098, -1.8992, 24.5653)
H (3.8298, -2.4258, 25.7832)
H (5.2017, -1.4560, 26.1490)
H (4.0062, 0.3597, 27.2013)

The calculation puts the HOMO energy (alpha / beta) at -6.76 / -8.47 eV. Its spin multiplicity is 6. The lowest unoccupied orbital energy (alpha / beta) is -0.50 / -2.20 eV. The expectation value of S² is 8.83. For the energy above the lowest of the compared OMol25 structures with the same formula, charge and spin, the calculation gives 137.5 kJ/mol. The total charge is 0. As for the total energy: -150228.5630 eV.

=====

[3]
A molecular structure, C20H22N2O2PtS3 in a non-equilibrium geometry. Source: the OMol25 dataset; level of theory: ωB97M-V/def2-TZVPD.

Element x y z (Å)
Pt (0.7441, 1.2299, 0.6253)
O (2.0193, 1.3657, 2.1643)
C (1.8682, 0.6879, 3.2782)
C (2.9981, 0.5166, 4.1033)
C (2.9210, -0.1779, 5.2872)
C (1.7050, -0.7164, 5.7299)
C (0.5887, -0.5334, 4.9528)
C (0.6410, 0.1593, 3.7298)
C (-0.5761, 0.2279, 2.9619)
N (-0.7313, 0.8440, 1.8481)
N (-1.9785, 0.6892, 1.2231)
C (-1.8916, 0.9876, -0.0304)
O (-0.8139, 1.4188, -0.6281)
C (-3.0851, 0.7762, -0.8961)
C (-3.2093, 1.4960, -2.0808)
C (-4.2605, 1.2364, -2.9478)
C (-5.1806, 0.2409, -2.6454)
C (-5.0553, -0.4822, -1.4664)
C (-4.0127, -0.2145, -0.5914)
H (3.9304, 0.9448, 3.7575)
H (3.8155, -0.3068, 5.8846)
H (1.6488, -1.2686, 6.6575)
H (-0.3685, -0.9280, 5.2768)
H (-1.4469, -0.3088, 3.3304)
H (-2.4781, 2.2606, -2.3096)
H (-4.3599, 1.8081, -3.8616)
H (-5.9931, 0.0271, -3.3282)
H (-5.7694, -1.2611, -1.2320)
H (-3.9052, -0.7666, 0.3329)
C (1.1124, 0.9757, -3.3538)
C (2.4626, 1.2546, -2.6864)
S (2.5742, 1.3978, -0.8732)
C (3.3791, -0.1706, -0.4315)
C (2.6745, -1.4577, -0.8586)
S (1.0638, -1.7008, -0.0616)
C (-0.0137, -2.2703, -1.4041)
C (-0.4494, -1.1976, -2.3950)
S (0.7570, -0.7788, -3.6807)
H (1.1238, 1.4404, -4.3399)
H (0.2903, 1.4107, -2.7858)
H (2.8370, 2.2247, -3.0138)
H (3.1914, 0.4951, -2.9682)
H (3.4816, -0.1015, 0.6527)
H (4.3781, -0.1566, -0.8729)
H (3.3223, -2.2920, -0.5865)
H (2.5163, -1.4812, -1.9341)
H (-0.9045, -2.6312, -0.8860)
H (0.4614, -3.1263, -1.8858)
H (-0.6556, -0.2742, -1.8658)
H (-1.3670, -1.5128, -2.8948)

The calculation puts the HOMO energy at -7.45 eV. Its spin multiplicity is 1. The lowest unoccupied orbital energy is 0.12 eV. For the energy above the lowest of the compared OMol25 structures with the same formula, charge and spin, the calculation gives 0.0 kJ/mol. The total charge is 0. As for the total energy: -63924.8877 eV.

=====

[4]
3 unconnected molecules or ions with the total composition C4H14NO3 in a non-equilibrium geometry. Source: the OMol25 dataset; level of theory: ωB97M-V/def2-TZVPD.

Element x y z (Å)
C (1.2882, 1.5321, -1.2665)
N (0.0852, 1.1259, -0.5350)
C (1.2911, 1.0837, 1.6640)
C (0.2724, 0.4045, 0.6972)
C (0.6941, -1.0278, 0.3590)
O (-0.1631, -1.4668, -0.5810)
H (1.2159, 1.2790, -2.2435)
H (1.5506, 2.4859, -0.9008)
H (2.1810, 0.8724, -1.0544)
H (-0.3397, 0.5193, -1.1345)
H (1.3762, 0.4538, 2.5575)
H (0.9184, 2.0826, 1.9970)
H (2.3166, 1.0666, 1.3519)
H (-0.6274, 0.3582, 1.3809)
H (0.5437, -1.6794, 1.2245)
H (1.7063, -1.0583, -0.0478)
H (-2.9364, -1.6714, 0.5448)
H (-1.3958, -1.7642, 0.0299)
O (-2.3679, -2.2937, 0.1756)
H (-2.7774, -1.5691, -1.2633)
H (-1.9612, -0.1615, -1.3562)
O (-2.8709, -0.5718, -1.5993)

The calculation puts the HOMO energy at -3.99 eV. Its spin multiplicity is 1. The lowest unoccupied orbital energy is 3.82 eV. For the energy above the lowest of the compared OMol25 structures with the same formula, charge and spin, the calculation gives 195.4 kJ/mol. The total charge is -1. As for the total energy: -12006.8711 eV.

=====

[5]
A molecular structure, C23H30BrNO4PdSb2. Source: the OMol25 dataset; level of theory: ωB97M-V/def2-TZVPD.

Element x y z (Å)
Pd (0.3609, 0.2966, -0.0530)
C (-3.2084, -0.1650, -1.9480)
Sb (-1.1226, -0.5131, -1.8485)
C (-0.1422, -0.6112, -3.7301)
C (-1.2279, -2.7372, -1.6798)
C (-2.3573, -3.2969, -0.8869)
C (-3.5635, -3.5955, -1.5245)
C (-4.6647, -4.0719, -0.8341)
C (-4.5839, -4.2732, 0.5356)
C (-3.3911, -3.9995, 1.1858)
C (-2.2787, -3.5185, 0.4983)
C (-1.0263, -3.2206, 1.2760)
Sb (-0.8637, -1.1145, 1.5878)
C (-2.8504, -0.5389, 2.0470)
C (0.1405, -0.9640, 3.4458)
H (-3.5306, -0.1937, -2.9874)
H (-3.3905, 0.8279, -1.5448)
H (-3.7408, -0.9234, -1.3777)
H (-0.3708, -1.5441, -4.2414)
H (0.9250, -0.5658, -3.5130)
H (-0.4225, 0.2451, -4.3342)
H (-0.2447, -3.0098, -1.2961)
H (-1.2900, -3.0902, -2.7105)
H (-3.6307, -3.4443, -2.5966)
H (-5.5824, -4.2900, -1.3650)
H (-5.4337, -4.6482, 1.0903)
H (-3.3122, -4.1733, 2.2536)
H (-0.1198, -3.5028, 0.7404)
H (-1.0322, -3.7303, 2.2386)
H (-3.3463, -1.3478, 2.5817)
H (-3.3899, -0.3309, 1.1259)
H (-2.8256, 0.3598, 2.6600)
H (-0.4902, -1.3562, 4.2424)
H (0.3943, 0.0762, 3.6352)
H (1.0592, -1.5443, 3.3800)
Br (4.7712, 4.0245, 4.7856)
C (4.4675, 3.9096, 2.9144)
C (5.1737, 4.7425, 2.0622)
C (4.9468, 4.6532, 0.6954)
C (4.0299, 3.7423, 0.1951)
C (3.3305, 2.9139, 1.0635)
C (3.5470, 2.9966, 2.4340)
C (2.3483, 1.9126, 0.5169)
O (1.7460, 1.1608, 1.3509)
O (2.1884, 1.8262, -0.7162)
H (5.8870, 5.4496, 2.4622)
H (5.4908, 5.3032, 0.0225)
H (3.8350, 3.6605, -0.8656)
H (2.9941, 2.3509, 3.1011)
C (4.3888, -0.4420, -0.3157)
C (3.1655, -1.1467, -0.6678)
N (2.2027, -1.7061, -0.9501)
H (4.5976, 0.3185, -1.0652)
H (5.2190, -1.1439, -0.2578)
H (4.2635, 0.0437, 0.6507)
C (-1.2455, 4.0331, -2.1474)
C (-1.0501, 2.6342, -1.5980)
O (-0.8867, 2.4696, -0.3839)
O (-1.0427, 1.6935, -2.4714)
H (-1.5391, 4.7138, -1.3532)
H (-1.9809, 4.0278, -2.9500)
H (-0.2945, 4.3673, -2.5652)

The calculation puts the HOMO energy at -7.73 eV. Its spin multiplicity is 1. The lowest unoccupied orbital energy is -0.48 eV. For the energy above the lowest of the compared OMol25 structures with the same formula, charge and spin, the calculation gives 30.3 kJ/mol. The total charge is 0. As for the total energy: -120615.7193 eV.

=====

[6]
A molecular structure, C6H12O in a non-equilibrium geometry. Source: the OMol25 dataset; level of theory: ωB97M-V/def2-TZVPD.

Element x y z (Å)
C (-0.8327, 1.3308, -1.3654)
C (-0.6671, 0.8077, 0.0513)
O (-1.6942, -0.0099, 0.6951)
C (-0.5435, -0.6299, 1.5055)
C (0.3656, -0.2840, 0.3242)
C (1.8193, 0.1377, 0.4378)
C (-0.0983, -1.4584, -0.5582)
H (-1.6555, 2.0448, -1.4459)
H (0.0904, 1.8708, -1.6296)
H (-0.9729, 0.5417, -2.1086)
H (-0.5232, 1.6539, 0.7327)
H (-0.5201, -1.7110, 1.7688)
H (-0.5532, -0.0345, 2.4073)
H (1.9244, 1.0197, 1.0870)
H (2.2086, 0.4106, -0.5519)
H (2.4637, -0.6514, 0.8368)
H (-1.2200, -1.2747, -0.3448)
H (0.3477, -2.4092, -0.2109)
H (0.0610, -1.3548, -1.6312)

The calculation puts the HOMO energy at -9.48 eV. Its spin multiplicity is 1. The lowest unoccupied orbital energy is 0.96 eV. For the energy above the lowest of the compared OMol25 structures with the same formula, charge and spin, the calculation gives 232.4 kJ/mol. The total charge is 0. As for the total energy: -8461.9451 eV.

=====

[7]
C4H8O in the gas phase in a non-equilibrium geometry. Source: the OMol25 dataset; level of theory: ωB97M-V/def2-TZVPD.

Element x y z (Å)
C (-1.0250, -1.1463, 0.1261)
C (-0.4281, 0.1967, -0.2744)
C (-1.0234, 1.3921, 0.5669)
C (1.0860, 0.1988, -0.2828)
O (1.8319, -0.7630, -0.2918)
H (-0.9938, -1.2069, 1.3049)
H (-2.1088, -1.1299, -0.2514)
H (-0.4806, -2.1003, -0.2620)
H (-0.6616, 0.4419, -1.2858)
H (-2.1060, 1.4993, 0.3873)
H (-0.5976, 2.3495, 0.2826)
H (-0.8929, 1.1752, 1.6517)
H (1.5296, 1.2273, -0.3087)

Its SMILES is CC(C)C=O. The calculation puts the HOMO energy at -9.80 eV. Its spin multiplicity is 1. The lowest unoccupied orbital energy is 0.88 eV. For the energy above the lowest of the compared OMol25 structures with the same formula, charge and spin, the calculation gives 63.7 kJ/mol. The total charge is 0. As for the total energy: -6324.5076 eV.

=====

[8]
C6H5FN2O4 in the gas phase in a non-equilibrium geometry. Source: the OMol25 dataset; level of theory: ωB97M-V/def2-TZVPD.

Element x y z (Å)
O (0.3683, 2.8186, -2.5885)
N (0.2157, 1.7200, -2.0986)
O (-0.3705, 0.7848, -2.5722)
C (0.9516, 1.5660, -0.8040)
C (1.4426, 0.4700, -0.2253)
C (0.8218, -0.8350, -0.3945)
C (-0.3939, -0.8481, 0.1178)
C (-1.0582, 0.2486, 0.7879)
C (-1.3873, 1.4559, 0.3702)
F (-2.2049, 2.2117, 1.1189)
N (1.4426, 2.8175, -0.2409)
O (0.7535, 3.7879, -0.2882)
O (2.5349, 2.7661, 0.2930)
H (2.2567, 0.6659, 0.4649)
H (1.5157, -1.7030, -0.6296)
H (-0.9984, -1.7834, 0.1160)
H (-1.6040, -0.1281, 1.5458)
H (-1.4196, 2.0995, -0.5186)

Its SMILES is O=[N+]([O-])C(=C/C=C\C=C\F)[N+](=O)[O-]. The calculation puts the HOMO energy at -9.97 eV. Its spin multiplicity is 1. The lowest unoccupied orbital energy is -1.19 eV. For the energy above the lowest of the compared OMol25 structures with the same formula, charge and spin, the calculation gives 81.3 kJ/mol. The total charge is 0. As for the total energy: -20181.0433 eV.